Entry 1
ORCA calculation (the ωB97M-V functional and the def2-TZVPD basis) on a cluster of 13 separate species, C69H159N5O13 in total.

Each line ends with the Löwdin charge.
Positions of all 246 atoms, in Å:
H1 -2.91 3.63 5.58  0.0633
H2 -0.41 -1.90 2.95  0.0621
H3 0.77 -1.23 4.03  0.0671
H4 -1.36 3.42 3.43  0.0726
H5 -1.35 -5.28 1.29  0.0754
H6 -5.58 -0.28 -3.40  0.0496
H7 0.45 -7.61 -3.10  0.1264
H8 -3.34 -3.13 -1.57  0.0809
H9 3.20 -9.43 -1.18  0.0872
H10 -3.09 -0.97 -5.99  0.0883
C1 -7.57 0.15 3.00  -0.5126
H11 0.88 -6.22 -1.19  0.0919
C2 -8.21 -1.23 3.21  -0.0460
C3 -0.97 -2.03 5.09  -0.4571
H12 -1.94 0.37 -3.70  0.1052
H13 -5.39 -4.72 -1.49  0.0892
H14 5.05 1.44 -4.58  0.0602
O1 4.04 -6.37 -1.48  -0.0040
H15 -6.70 -1.87 -0.25  0.0607
H16 -3.17 0.97 1.43  0.0837
H17 7.14 -1.03 2.88  0.0722
C4 0.51 -5.24 2.54  -0.4779
H18 -3.04 -3.90 -0.11  0.0688
H19 -7.80 1.96 0.02  0.1077
C5 2.94 4.36 0.07  -0.4638
H20 -6.07 1.53 -2.32  0.0655
H21 6.12 2.62 -5.35  0.0821
H22 -1.85 2.14 6.17  0.0715
C6 -3.90 0.32 1.92  -0.0184
H23 1.54 5.26 1.44  0.0647
H24 5.44 -8.89 -4.08  0.0849
H25 2.39 -7.54 -5.47  0.1057
C7 1.07 1.67 5.04  -0.0195
C8 -3.44 2.18 -2.24  -0.1177
O2 -5.56 -0.83 3.88  -0.0141
H26 -2.20 -3.63 4.25  0.0795
H27 -2.46 0.42 -1.49  0.0757
C9 9.43 2.12 -0.81  -0.0579
C10 0.26 5.11 -3.20  -0.4925
H28 -5.73 0.67 0.23  0.0969
C11 3.65 -1.20 2.76  -0.0595
H29 5.78 -7.50 -3.05  0.0791
N1 3.12 -7.09 -2.26  -0.1028
H30 8.72 -0.58 -0.73  0.0875
H31 1.10 -8.68 -5.22  0.1139
H32 -1.70 6.10 -3.39  0.0591
H33 1.66 -2.11 -3.59  0.1195
N2 -6.12 -0.03 2.85  -0.1008
C12 -2.30 -2.66 4.73  -0.0319
H34 4.10 5.61 1.34  0.0817
C13 2.34 0.48 -3.28  -0.0237
H35 -0.51 1.97 2.97  0.0553
H36 -4.18 0.19 -1.67  0.0702
H37 -4.43 4.61 -2.56  0.0876
H38 4.27 -10.28 -2.24  0.0844
C14 1.81 -4.43 2.48  -0.0492
H39 -7.88 2.10 3.98  0.0659
O3 -0.10 -3.05 5.59  -0.0507
H40 10.26 1.53 -1.20  0.0850
O4 2.98 0.94 -0.39  -0.0155
H41 -5.24 -3.11 0.82  0.1280
C15 0.37 5.43 4.23  -0.1658
H42 4.46 -5.73 -2.08  0.0908
H43 7.23 2.35 0.58  0.1079
H44 1.18 3.82 3.17  0.1008
H45 -3.75 2.47 -1.23  0.1098
H46 -0.26 4.95 8.28  0.0875
H47 -0.49 7.12 -2.81  0.0793
C16 1.64 -1.78 -2.54  -0.1200
H48 1.94 -4.66 -4.34  0.0843
C17 -0.64 6.29 -3.51  -0.0475
H49 0.45 -6.42 -4.29  0.1214
H50 0.80 4.13 0.36  0.0732
H51 6.41 5.15 -2.79  0.0846
H52 5.15 -0.17 3.95  0.1360
H53 4.70 3.79 -3.87  0.1405
C18 -7.37 1.76 1.00  -0.1649
O5 -4.88 2.42 -5.67  -0.0167
H54 -6.00 2.56 3.47  0.0606
H55 -8.16 -0.22 0.95  0.1106
O6 5.07 0.59 2.03  -0.0678
C19 -4.44 2.66 -3.32  -0.4974
H56 -3.15 5.23 6.17  0.0854
H57 3.79 3.52 -1.48  0.0522
H58 -9.29 -1.23 3.08  0.0907
H59 -1.74 1.89 4.23  0.0680
O7 1.59 5.63 -3.06  -0.0818
H60 6.14 -1.69 1.56  0.0697
H61 -1.75 5.80 7.94  0.0853
C20 -2.99 0.08 -3.54  -0.1475
C21 1.81 -8.05 -4.69  -0.1798
H62 3.65 -1.99 3.52  0.0833
C22 -1.22 4.86 7.76  -0.0439
H63 4.87 -8.98 -1.18  0.0813
C23 3.94 -1.03 -2.17  -0.0369
C24 -0.93 2.50 3.82  -0.0202
H64 7.86 1.35 -2.03  0.1243
H65 1.95 -2.66 -1.96  0.0958
O8 5.14 2.71 -2.20  -0.0871
C25 6.70 4.23 -3.30  -0.0344
C26 -3.62 -3.06 -0.51  -0.0534
C27 -5.01 2.17 3.24  -0.0227
H66 6.03 -2.42 3.12  0.0779
H67 -5.18 -1.41 -4.65  0.0842
H68 2.53 -4.92 3.15  0.0847
C28 -1.03 4.63 6.27  -0.5011
C29 0.21 1.42 -1.28  -0.0123
H69 -3.80 0.51 -6.83  0.0784
H70 5.83 2.62 -1.50  0.0571
N3 2.13 -0.11 -0.81  -0.0750
H71 0.73 -6.28 2.31  0.1349
H72 0.14 -1.87 -0.12  0.1194
H73 -4.72 1.95 4.28  0.0837
H74 -3.25 -2.14 -0.05  0.0565
H75 0.64 -2.67 6.07  0.1062
C30 8.08 1.44 -0.97  -0.4516
H76 -0.38 6.71 -4.49  0.0860
C31 -0.21 5.75 5.63  -0.1272
H77 3.14 3.50 0.73  0.1354
H78 -2.90 -1.92 4.20  0.0656
C32 -2.43 4.61 5.62  -0.0301
C33 1.15 -7.07 -3.76  -0.1546
H79 -7.80 -1.95 2.49  0.0832
C34 -5.88 2.47 -2.83  -0.0193
H80 0.57 6.07 6.33  0.1187
O9 -1.08 2.29 6.75  -0.0225
H81 -0.40 5.54 3.46  0.1008
C35 2.13 -6.24 -2.91  -0.5114
H82 1.02 -0.32 1.59  0.0655
H83 -3.12 4.42 -3.84  0.0588
C36 8.04 0.10 -0.23  -0.0417
C37 0.99 4.03 4.23  -0.1371
O10 -0.09 -5.22 3.81  -0.0572
H84 4.84 -7.31 -4.56  0.0721
H85 3.95 6.28 -0.30  0.0890
H86 2.84 -0.49 2.89  0.0556
H87 -4.06 -0.55 1.29  0.0681
C38 -0.10 -1.07 -0.84  -0.1265
O11 7.08 2.29 -0.37  -0.0833
H88 -1.87 4.13 8.23  0.0823
C39 6.17 -1.45 2.63  -0.0594
H89 -7.35 0.78 5.04  0.0865
H90 1.89 1.95 5.70  0.0940
H91 8.38 0.23 0.79  0.0835
H92 0.94 2.24 -1.20  0.0634
H93 0.50 -4.91 -2.28  0.0831
H94 0.05 4.71 -2.19  0.1222
H95 -0.10 -4.35 4.24  0.0401
C40 -5.22 -0.34 -4.43  -0.0166
H96 0.79 3.11 -3.90  0.0571
C41 0.18 2.90 4.84  -0.5033
H97 4.21 -1.70 -2.99  0.0848
N4 -4.12 1.93 -4.56  -0.0859
H98 6.74 1.52 -4.05  0.0702
C42 -5.88 1.46 0.98  -0.1347
H99 1.53 1.43 4.07  0.0766
H100 1.98 -4.87 -1.25  0.0701
H101 0.07 -4.43 0.58  0.0534
H102 -2.31 0.63 -6.04  0.0858
C43 4.06 -9.28 -1.85  -0.0485
H103 -9.03 0.86 4.46  0.0827
H104 9.48 3.05 -1.37  0.0735
H105 -8.02 -1.71 4.18  0.0859
H106 3.34 -5.72 -4.70  0.0669
H107 3.29 -9.57 -4.55  0.1185
H108 0.59 4.30 -5.18  0.0877
H109 2.31 -4.47 1.51  0.0731
H110 -0.85 6.62 5.49  0.1204
H111 -6.44 -2.57 -1.90  0.0817
H112 -4.30 2.95 2.96  0.0829
H113 3.01 0.24 -4.10  0.0819
H114 -9.16 0.94 1.77  0.1270
H115 1.62 -3.38 2.71  0.0560
H116 -2.83 -2.87 5.67  0.0877
H117 4.12 -1.59 -1.24  0.0856
H118 -0.23 -0.95 -3.05  0.0855
C44 2.76 -5.25 -3.91  -0.0278
H119 -2.95 -1.01 -3.42  0.1191
H120 5.05 4.92 0.08  0.0718
H121 -1.13 -1.23 5.81  0.1345
C45 -3.93 0.49 -4.64  -0.5214
H122 -2.46 5.03 4.61  0.0759
C46 0.23 3.99 -4.20  -0.0459
H123 1.12 1.34 1.33  0.0800
C47 -0.47 -4.67 1.49  -0.0535
H124 1.96 4.10 4.73  0.1262
H125 7.02 -0.29 -0.25  0.0682
H126 -4.19 2.82 -6.20  0.1040
O12 2.92 3.93 -1.29  -0.1030
C48 -4.11 4.15 -3.50  -0.0322
H127 1.36 0.60 -3.73  0.0684
H128 1.18 6.13 4.00  0.1077
H129 4.70 -0.24 -2.15  0.0713
C49 -3.31 0.64 -2.15  -0.1681
H130 -3.44 -0.03 2.85  0.0633
H131 1.33 5.75 -0.23  0.0879
C50 5.00 -0.52 2.93  -0.4749
H132 -5.77 -1.72 3.58  0.0923
H133 -5.98 0.10 -5.08  0.0872
C51 0.58 0.46 0.96  -0.0344
H134 4.55 0.43 1.24  0.0560
C52 -5.98 -2.20 -0.99  -0.0264
C53 -0.31 -1.35 3.89  -0.0618
H135 7.47 3.81 -2.64  0.0636
C54 -3.27 0.10 -5.96  -0.0281
H136 -2.43 2.57 -2.39  0.1017
H137 -0.46 0.61 1.25  0.0731
H138 -0.76 -0.37 3.77  0.0578
H139 0.44 0.84 5.32  0.0594
H140 2.67 1.67 -0.95  0.0525
H141 -5.34 2.35 0.65  0.1151
O13 -5.57 -4.56 -0.56  -0.0414
C55 -5.22 0.99 2.31  -0.4951
C56 -7.98 1.04 4.19  -0.0191
C57 2.72 -8.95 -3.85  -0.1384
C58 4.07 5.37 0.27  -0.0321
C59 1.33 -5.49 -1.87  -0.0436
H142 7.16 4.47 -4.26  0.0829
H143 -6.15 3.34 -2.22  0.0828
H144 -6.55 2.51 -3.69  0.0886
H145 -7.53 2.70 1.55  0.1093
H146 -1.17 -0.89 -0.69  0.0956
H147 3.41 -4.49 -3.46  0.0734
H148 2.11 4.95 -2.58  0.0367
H149 3.50 -1.66 1.78  0.0839
H150 -0.46 -2.52 -2.35  0.1018
C60 -5.11 -3.26 -0.25  -0.4739
H151 -0.82 3.70 -4.36  0.0678
C61 1.57 4.89 0.41  -0.0428
H152 0.02 1.23 -2.33  0.0594
H153 2.56 1.51 -2.97  0.0716
C62 2.50 -0.56 -2.15  -0.4891
H154 2.09 -9.65 -3.30  0.1189
H155 9.69 2.32 0.23  0.0852
H156 -4.86 4.59 -4.17  0.0874
C63 3.74 -8.24 -2.93  -0.5134
H157 -0.66 1.90 -0.82  0.0856
C64 0.72 0.16 -0.53  -0.4783
C65 0.12 -1.60 -2.25  -0.1563
C66 5.56 3.25 -3.44  -0.4619
H158 -0.86 -3.76 1.96  0.0552
C67 5.89 2.11 -4.41  -0.0371
C68 5.04 -7.95 -3.70  -0.0264
N5 -0.34 3.32 6.14  -0.0917
H159 -5.32 -1.37 -1.24  0.0342
C69 -8.12 0.60 1.67  -0.1475

Properties
Lowest unoccupied orbital energy (eV): 0.41
Orbital gap (eV): 8.726
HOMO energy (eV): -8.319


Entry 2
ORCA calculation (the ωB97M-V functional and the def2-TZVPD basis) on a cluster of 13 separate species, C69H159N5O13 in total.

Each line ends with the Löwdin charge.
Positions of all 246 atoms, in Å:
H1 -1.25 -0.96 -3.23  0.1109
H2 -2.02 0.97 -0.30  0.0876
H3 3.51 -4.52 5.79  0.0758
O1 -0.72 -1.53 -10.40  -0.0575
H4 -0.34 -1.84 -2.12  0.1033
H5 0.48 0.98 4.38  0.0648
C1 -1.41 7.69 -0.55  -0.0724
H6 -4.46 1.11 5.01  0.1130
H7 -4.52 -0.32 -1.37  0.0588
C2 -7.12 -1.28 -2.36  -0.0459
C3 -2.91 4.27 4.96  -0.0255
H8 -1.06 -0.81 -9.87  0.0737
C4 2.66 4.22 5.64  -0.0323
C5 3.45 4.19 0.89  -0.0234
H9 -1.39 -6.36 0.18  0.0523
C6 -3.87 2.66 7.76  -0.5080
C7 5.12 3.07 -5.71  -0.0421
H10 1.41 -1.00 1.71  0.0824
C8 3.68 3.09 -6.29  -0.4493
C9 -0.11 -3.84 -10.37  -0.0611
H11 -5.63 4.40 4.32  0.0865
H12 -3.73 -6.15 -0.76  0.0780
H13 3.21 1.20 -0.09  0.0574
H14 -4.15 -0.70 -4.70  0.0631
C10 -4.28 0.15 -5.37  -0.0328
H15 -4.52 -4.82 0.00  0.0368
H16 -4.65 -6.27 0.82  0.0840
C11 0.42 4.49 3.18  -0.2036
H17 4.25 0.41 -1.26  0.0881
H18 -5.20 -0.33 2.97  0.0772
H19 3.44 7.17 4.32  0.0933
H20 6.18 -5.44 1.48  0.1012
C12 -2.61 1.13 5.99  -0.1767
H21 3.50 1.30 -7.36  0.0884
C13 1.26 -2.04 -9.04  -0.0493
H22 3.39 2.09 -2.63  0.0850
H23 -3.17 4.40 8.79  0.0826
C14 -4.80 -1.37 -1.32  -0.0261
O2 1.03 -0.23 2.15  -0.0405
C15 -6.38 -3.07 0.97  -0.1758
H24 5.48 -5.71 3.99  0.1101
C16 6.48 -4.42 1.69  -0.0939
C17 3.04 6.51 5.10  -0.0763
H25 -5.92 2.68 4.61  0.0800
H26 2.30 7.00 5.73  0.0978
H27 0.13 5.98 -2.42  0.0855
H28 -2.62 0.62 -8.03  0.0700
C18 -2.71 3.53 8.32  -0.0100
H29 -7.43 1.38 2.04  0.0680
C19 -4.35 -0.98 -7.68  -0.0550
H30 2.71 -5.85 -2.29  0.0789
H31 5.70 2.20 -6.02  0.0646
H32 -2.66 4.58 3.94  0.0766
C20 -0.15 -2.53 -9.56  -0.4505
H33 -5.77 4.30 7.43  0.1033
H34 2.44 2.30 3.62  0.0597
H35 5.91 -1.81 0.23  0.0712
C21 2.54 5.27 4.54  -0.4981
O3 4.74 4.72 3.59  0.0095
N1 3.38 4.91 3.33  -0.1113
C22 -1.55 0.09 -0.74  -0.0152
C23 0.92 -1.09 -3.56  -0.1705
H36 3.00 -0.79 -3.58  0.1044
C24 -6.74 -0.53 1.41  -0.4930
C25 -1.28 -0.52 3.02  -0.0508
H37 -3.71 -3.83 2.09  0.0597
C26 -4.01 3.25 5.20  -0.4728
C27 1.88 -6.08 -1.63  -0.0313
H38 -7.75 -3.10 -0.66  0.1213
H39 4.75 3.79 3.83  0.0754
H40 3.80 -3.29 -0.28  0.0691
C28 -4.85 2.40 8.83  -0.0623
H41 4.07 2.20 2.66  0.0860
O4 -0.63 -6.03 -1.67  -0.0787
C29 5.25 -3.46 1.37  -0.4634
O5 2.99 -3.02 2.07  -0.0270
C30 1.35 4.26 2.04  -0.1446
H42 -1.89 -0.97 3.80  0.0793
C31 3.17 1.70 -6.40  -0.0783
H43 -8.20 -1.18 -2.22  0.0883
H44 0.46 4.91 -0.92  0.0518
H45 8.08 -2.92 -4.00  0.0863
H46 -3.83 -1.48 -8.49  0.0723
C32 0.22 -0.71 3.20  -0.4515
H47 5.09 3.01 -4.62  0.0651
H48 0.72 -0.36 -4.35  0.0939
H49 1.74 -2.78 -8.40  0.0659
O6 3.75 3.75 -7.60  -0.0791
H50 0.65 1.03 0.73  0.0494
H51 -3.10 -5.25 2.91  0.0901
H52 4.18 -4.94 -0.02  0.0691
C33 -0.48 0.37 -1.82  -0.4799
C34 -3.55 -0.23 -6.65  -0.5110
H53 0.40 -1.76 3.44  0.1297
H54 2.58 -1.75 -2.35  0.0988
C35 -7.13 -1.97 1.76  -0.1350
H55 -1.68 0.47 2.77  0.0740
C36 0.16 5.87 -1.34  -0.0501
H56 -8.81 0.40 1.47  0.0895
H57 -6.15 -3.68 -1.05  0.1086
H58 -1.92 1.39 -2.96  0.0734
C37 8.11 -3.26 -5.04  -0.0641
H59 -5.16 -0.43 -8.15  0.0885
H60 -5.15 0.81 1.55  0.0797
H61 -8.03 0.06 3.04  0.0794
C38 -1.27 6.19 -0.80  -0.4308
H62 -4.55 -1.83 -2.28  0.0756
C39 -0.85 1.50 -2.78  -0.0201
C40 8.02 -2.07 -5.94  -0.4983
H63 2.13 1.53 -3.70  0.0602
H64 -2.38 8.09 -0.26  0.0743
C41 3.02 2.50 2.71  -0.0171
H65 4.87 -1.32 1.51  0.0664
C42 -3.58 1.75 5.02  -0.1407
H66 9.07 -3.73 -5.28  0.0903
H67 -2.35 0.09 5.78  0.0914
H68 -5.78 1.19 -0.52  0.0628
H69 1.22 -1.09 -8.52  0.0592
H70 -4.15 0.51 7.45  0.1074
H71 -1.93 -4.00 2.59  0.0813
H72 -4.63 -1.01 1.61  0.0651
H73 6.54 -1.59 1.92  0.0736
H74 6.60 -0.31 -6.22  0.0681
C43 2.85 3.99 2.32  -0.4664
C44 0.59 -5.32 -2.04  -0.4089
H75 0.06 -0.37 5.42  0.0707
H76 -4.87 -1.78 -7.14  0.0809
C45 5.73 -1.96 1.30  -0.0194
H77 1.67 -0.35 4.85  0.0704
H78 5.92 -1.88 -5.81  0.0661
N2 -4.55 3.33 6.59  -0.1443
H79 -4.30 1.90 9.63  0.1005
H80 1.28 -4.69 -3.98  0.0751
H81 -5.25 3.34 9.20  0.0847
H82 1.67 2.54 -2.29  0.0826
H83 -6.95 -2.08 -3.08  0.0846
H84 -2.06 2.93 8.95  0.0846
C46 5.72 -4.66 4.15  -0.1324
H85 -1.54 5.61 0.08  0.1243
H86 -2.14 3.82 7.43  0.0612
H87 0.53 -3.82 -11.25  0.0778
O7 9.08 -1.25 -5.55  -0.0700
H88 2.53 -3.55 4.86  0.0585
H89 -0.84 -2.69 -8.73  0.1205
C47 6.96 -4.43 3.24  -0.1510
H90 4.34 3.59 0.71  0.0752
C48 2.35 1.77 -2.66  -0.0273
H91 -1.23 -6.22 -2.39  0.0843
H92 -0.47 -4.41 -3.63  0.0765
H93 2.08 -1.87 -9.74  0.0724
H94 0.12 -5.99 -4.12  0.0838
C49 -2.83 -4.47 2.20  -0.0393
H95 0.33 5.45 4.98  0.1147
O8 -4.99 4.55 6.93  -0.0052
H96 2.87 -5.21 4.34  0.0787
H97 -8.20 -2.12 1.92  0.1190
H98 1.99 4.53 6.44  0.0848
H99 2.53 1.93 1.92  0.0518
H100 2.08 1.67 -6.30  0.0747
O9 -2.18 5.92 -1.92  -0.0829
C50 -5.19 3.40 4.25  -0.0332
H101 -0.38 1.64 -3.76  0.0855
H102 -4.19 -1.81 -0.53  0.0656
H103 5.97 -4.57 5.20  0.1081
C51 1.04 5.45 4.15  -0.1246
H104 5.66 -1.91 3.86  0.0648
H105 -6.84 -1.99 2.81  0.1091
H106 0.15 3.58 3.70  0.1002
H107 5.73 3.96 -5.85  0.0770
H108 0.65 -4.33 -1.57  0.1225
H109 -1.15 -0.58 0.02  0.0740
H110 0.92 6.45 3.71  0.1220
C52 4.49 -3.66 3.87  -0.4404
H111 7.51 -3.51 3.44  0.0911
C53 2.25 -0.81 -2.78  -0.0898
C54 -3.94 -5.72 0.21  -0.0311
H112 7.24 -3.87 -5.25  0.0834
H113 3.01 -0.48 -0.23  0.0662
H114 1.27 5.05 1.29  0.1067
H115 -3.85 1.00 -4.83  0.0776
C55 0.37 -5.10 -3.55  -0.0627
C56 -6.35 -1.50 -1.08  -0.4670
H116 -1.98 3.89 5.38  0.0584
H117 -6.87 -0.33 -2.84  0.0741
H118 5.03 -2.33 5.44  0.0904
H119 -0.54 4.91 2.86  0.1045
C57 -0.30 -0.91 -2.69  -0.1646
H120 -1.15 8.31 -1.41  0.0852
H121 0.91 3.33 1.68  0.1069
H122 -1.57 -1.00 2.08  0.0519
C58 4.77 -2.27 4.38  -0.0320
C59 -2.67 -5.16 0.90  -0.5556
H123 1.80 -7.14 -1.36  0.0838
H124 0.76 -2.08 -3.99  0.0932
H125 -1.10 -4.14 -10.71  0.0741
H126 -1.99 5.04 -2.26  0.0651
H127 -0.78 7.91 0.31  0.0748
H128 2.73 4.06 0.08  0.0671
C60 -3.33 1.24 7.36  -0.1318
H129 -2.45 -0.26 -1.23  0.0450
H130 -2.60 -0.72 -6.49  0.1256
H131 -1.63 1.57 6.16  0.1028
H132 -0.76 2.32 -2.07  0.0758
H133 0.28 -4.74 -9.89  0.0728
O10 -6.72 0.98 -0.51  -0.0182
N3 4.19 -3.68 2.38  -0.1305
C61 -5.31 -0.21 1.89  -0.0170
H134 6.71 -1.00 -4.56  0.0772
C62 6.76 -1.21 -5.63  -0.0587
H135 8.10 -2.21 -7.02  0.1409
O11 0.76 1.49 -0.11  -0.0472
H136 -2.42 -4.43 0.13  0.1234
C63 4.61 -3.94 0.04  -0.0442
H137 3.87 -1.67 4.24  0.0775
H138 3.64 4.11 6.09  0.0900
C64 0.65 -0.08 4.55  -0.0413
H139 -2.66 0.80 8.11  0.1111
H140 2.65 -3.81 1.64  0.0963
H141 4.03 6.55 5.56  0.0867
H142 5.46 -3.94 -0.64  0.0844
C65 2.13 0.50 -1.92  -0.4300
C66 -6.69 -2.91 -0.49  -0.1440
H143 -3.06 5.20 5.49  0.0883
O12 -2.95 0.93 -7.19  -0.0595
N4 -6.77 -0.45 -0.10  -0.0754
C67 3.31 -4.29 4.74  -0.0357
H144 -5.64 1.78 8.42  0.0957
H145 -4.92 3.07 3.24  0.0789
H146 2.16 3.32 5.28  0.0625
O13 -1.70 -6.12 1.05  -0.0289
C68 -7.86 0.38 2.01  -0.0204
H147 -5.36 0.17 -5.52  0.0806
H148 7.63 -5.26 3.48  0.0973
H149 3.05 3.83 -5.79  0.1325
H150 -3.12 1.58 4.05  0.0947
H151 2.12 -5.64 -0.67  0.0463
H152 0.86 6.62 -0.97  0.0728
H153 7.31 -4.28 1.00  0.1065
H154 -5.30 -3.01 1.12  0.0678
H155 -6.82 -4.03 1.23  0.1179
H156 3.63 0.98 -5.73  0.0655
H157 2.87 3.80 -7.98  0.0766
H158 3.85 5.20 0.83  0.0863
C69 3.24 0.40 -0.83  -0.0337
H159 9.43 -1.51 -4.70  0.0792
N5 0.81 0.50 -1.09  -0.0967

Properties
Lowest unoccupied orbital energy (eV): -0.01
Orbital gap (eV): 7.995
HOMO energy (eV): -8.002


Stability check: which of them is least stable? entry 2.